{"formula": "C9H14OS", "method": "the ωB97M-V functional and the def2-TZVPD basis", "elements": ["C", "C", "C", "C", "C", "O", "C", "C", "H", "H", "H", "H", "H", "H", "H", "H", "C", "S", "C", "H", "H", "H", "H", "H", "H"], "positions_angstrom": [[0.2387, 2.5414, -1.1243], [0.9302, 1.2104, -1.0843], [0.3139, 0.0780, -1.5690], [0.9036, -1.1970, -1.4388], [2.1123, -1.2599, -0.7754], [2.7150, -2.4628, -0.4489], [2.8206, -0.1195, -0.3808], [2.2097, 1.1070, -0.4858], [0.0378, 3.0585, -0.1714], [-0.8201, 2.4593, -1.3893], [0.7935, 3.2298, -1.7680], [-0.6693, 0.1295, -1.9858], [0.6115, -1.9910, -2.1157], [2.4754, -3.1124, -1.1157], [3.8417, -0.2336, -0.0541], [2.6187, 2.0913, -0.2943], [-2.5805, -2.0580, 1.9231], [-3.3492, -0.5387, 1.3251], [-2.2244, 0.7954, 1.7012], [-1.5256, -1.8507, 1.8459], [-2.8173, -2.3209, 2.9491], [-2.7946, -2.8447, 1.2072], [-2.1417, 1.4398, 0.8324], [-1.2141, 0.4160, 1.8762], [-2.4858, 1.4328, 2.5415]], "atomic_forces_ev_per_a": [[-0.7976, 0.5739, 0.2921], [-0.0911, -0.1046, 1.1549], [0.3872, -0.8275, 0.3730], [0.5406, 1.2841, -0.6761], [0.6788, -0.5627, 0.3615], [0.0695, 0.3415, -0.5527], [-0.3076, 0.1724, 0.1760], [-1.1749, 0.4590, -1.3052], [1.0518, -0.3583, 0.2111], [0.2725, -0.2313, -0.9839], [-0.4035, 0.0887, -0.0451], [-0.3815, 0.1835, -0.4714], [-0.5307, -0.3989, 0.6494], [-0.1007, -0.2070, 0.0608], [0.0155, -0.0664, 0.2983], [0.7156, -0.3549, 0.5107], [0.5809, 0.6839, -0.1028], [-1.1089, -0.0955, -0.3059], [1.0015, 0.1415, 0.1564], [0.5629, -0.2602, 0.1188], [-0.2255, -0.0652, -0.0367], [-0.2552, -0.1113, 0.1420], [-0.1392, 0.0209, -0.2346], [-0.0638, -0.0821, 0.0025], [-0.2965, -0.2236, 0.2069]], "mulliken_charge": [-1.65, 0.75, -0.46, -0.59, 0.60, -0.52, -0.46, -0.56, 0.34, 0.38, 0.39, 0.35, 0.33, 0.30, 0.41, 0.38, -0.70, -0.10, -0.65, 0.17, 0.29, 0.30, 0.11, 0.21, 0.39], "total_charge": 0, "smiles": "Cc1ccc(O)cc1.CSC", "homo_lumo_gap_ha": 0.338}

***

{"formula": "C9H14S", "method": "the ωB97M-V functional and the def2-TZVPD basis", "elements": ["C", "C", "C", "C", "C", "C", "C", "H", "H", "H", "H", "H", "H", "H", "H", "C", "S", "C", "H", "H", "H", "H", "H", "H"], "positions_angstrom": [[2.2861, 2.0630, 1.4758], [2.1551, 1.2244, 0.2483], [1.9467, 1.7950, -1.0306], [1.6328, 0.8314, -1.9946], [1.5639, -0.5740, -1.8436], [1.9091, -1.0895, -0.5889], [2.1814, -0.1630, 0.4374], [3.0699, 1.7649, 2.0758], [1.2663, 1.9977, 1.8443], [2.3460, 3.0960, 1.4016], [1.7307, 2.8400, -1.1829], [1.7613, 1.1791, -2.9564], [1.2717, -1.2161, -2.6549], [2.1123, -2.1349, -0.4058], [2.5189, -0.4821, 1.4441], [-2.0023, -1.7075, 1.0900], [-2.7471, -1.0318, -0.4697], [-4.6529, -0.7142, -0.2437], [-2.0177, -2.8305, 1.0959], [-0.9210, -1.4468, 1.0494], [-2.5422, -1.2440, 1.8933], [-5.1045, -1.3397, 0.4351], [-4.9516, -1.1180, -1.1951], [-4.8129, 0.3007, 0.0753]], "atomic_forces_ev_per_a": [[-2.3179, -0.5600, -1.1131], [0.2500, 0.7851, -0.7846], [-1.1551, -2.9830, 1.5351], [0.8228, -0.6633, 0.3772], [0.4813, 1.1000, 1.4083], [0.2777, 1.2504, 0.2832], [0.5898, -0.1598, -0.0028], [1.1916, -0.9948, 1.7837], [0.0937, -0.4585, 1.3132], [0.6218, 2.0560, -1.1176], [0.6664, 0.1927, -0.1597], [-0.8937, 0.6871, -2.4003], [0.2212, -0.0114, -0.3056], [-0.4636, -0.1597, -0.0578], [-0.4308, -0.1028, -0.7399], [0.2824, -0.8090, -1.3491], [-0.8809, 0.0456, 0.4214], [3.1284, -0.1575, -0.8178], [-0.4202, 1.0813, 0.1787], [-0.8467, 0.2443, 0.1829], [0.1661, -0.0591, 0.6776], [-0.6417, -1.6350, 1.9177], [-0.5658, 0.9068, -0.5737], [-0.1769, 0.4046, -0.6571]], "mulliken_charge": [-1.63, 1.00, -0.61, -0.44, -0.53, -0.49, -0.34, 0.39, 0.32, 0.45, 0.35, 0.41, 0.42, 0.41, 0.29, -0.54, -0.07, -0.93, 0.25, 0.07, 0.29, 0.34, 0.31, 0.29], "total_charge": 0, "smiles": "Cc1ccccc1.CSC", "homo_lumo_gap_ha": 0.345}

***

{"formula": "C9H14S", "method": "the ωB97M-V functional and the def2-TZVPD basis", "elements": ["C", "C", "C", "C", "C", "C", "C", "H", "H", "H", "H", "H", "H", "H", "H", "C", "S", "C", "H", "H", "H", "H", "H", "H"], "positions_angstrom": [[-1.6269, 2.2718, 0.4884], [-0.9033, 1.6539, -0.6752], [-1.0860, 0.2891, -0.9090], [-0.4451, -0.3585, -1.9501], [0.5143, 0.3418, -2.6716], [0.8169, 1.6450, -2.3270], [0.0902, 2.3413, -1.3635], [-1.0057, 2.8135, 1.1949], [-2.1962, 1.5191, 1.0415], [-2.4510, 2.9261, 0.1825], [-1.8594, -0.2011, -0.3285], [-0.6645, -1.3807, -2.2127], [1.0664, -0.1642, -3.4468], [1.6211, 2.1459, -2.8553], [0.1318, 3.4215, -1.3189], [2.0307, -1.3892, 2.2068], [1.2778, -2.9864, 2.6223], [-0.2340, -2.9175, 1.6147], [2.6784, -1.1297, 3.0381], [2.5787, -1.4003, 1.2704], [1.2040, -0.6842, 2.1376], [-0.5539, -3.9446, 1.4597], [-0.0034, -2.4727, 0.6494], [-0.9809, -2.3399, 2.1524]], "atomic_forces_ev_per_a": [[-1.3293, 0.0209, -0.0184], [0.6397, -0.2828, 1.0799], [-0.6339, 0.2707, -0.3041], [0.1974, 0.3639, -0.0594], [0.1686, -0.3951, 0.4863], [0.1937, 0.5992, -0.3431], [-0.6893, -0.5167, -0.8694], [0.2216, 0.0373, -0.1105], [0.4198, -0.2025, 0.0971], [0.3507, 0.3483, -0.2498], [0.1387, -0.2220, 0.0078], [-0.0923, -0.1671, 0.1020], [0.0911, 0.0249, -0.1664], [-0.1298, 0.0798, -0.0582], [0.4679, 0.0077, 0.4406], [-0.6563, -0.2188, 0.1415], [0.1731, -0.1978, -0.1520], [0.5698, 0.0618, 0.2205], [0.0841, 0.1388, -0.0441], [0.0720, -0.1035, -0.0635], [0.2021, 0.2957, 0.0453], [-0.1619, 0.0294, 0.0530], [-0.0971, 0.0418, -0.0468], [-0.2003, -0.0140, -0.1883]], "mulliken_charge": [-1.44, 0.86, -0.34, -0.55, -0.46, -0.40, -0.49, 0.32, 0.35, 0.35, 0.31, 0.41, 0.38, 0.36, 0.36, -0.70, -0.09, -0.63, 0.31, 0.27, 0.17, 0.33, 0.08, 0.27], "total_charge": 0, "smiles": "Cc1ccccc1.CSC", "homo_lumo_gap_ha": 0.340}

***

{"formula": "C9H14S", "method": "the ωB97M-V functional and the def2-TZVPD basis", "elements": ["C", "C", "C", "C", "C", "C", "C", "H", "H", "H", "H", "H", "H", "H", "H", "C", "S", "C", "H", "H", "H", "H", "H", "H"], "positions_angstrom": [[2.0615, 0.7264, 1.4918], [0.7980, -0.0955, 1.4325], [-0.4339, 0.5668, 1.3615], [-1.6249, -0.1301, 1.4711], [-1.6002, -1.5096, 1.5966], [-0.3969, -2.1788, 1.7599], [0.7997, -1.4657, 1.6747], [1.9955, 1.6480, 0.9246], [2.9970, 0.2123, 1.2962], [2.0920, 0.9801, 2.5617], [-0.4721, 1.6377, 1.2299], [-2.5153, 0.4778, 1.5731], [-2.5436, -2.0374, 1.5461], [-0.4583, -3.2349, 1.9757], [1.7249, -2.0016, 1.8514], [-0.4044, -0.6219, -2.2253], [-1.4011, 0.7136, -2.9328], [-0.1855, 2.0692, -3.0602], [0.0515, -0.2396, -1.3160], [-1.0552, -1.4840, -2.1005], [0.3919, -0.9644, -2.8854], [-0.4250, 2.6825, -3.9198], [0.8076, 1.6434, -3.1910], [-0.2031, 2.6057, -2.1157]], "atomic_forces_ev_per_a": [[-0.3630, -0.1132, 1.0951], [-0.0889, 0.0536, -0.1292], [0.2898, -0.4077, -0.0486], [0.4822, 0.5091, 0.1807], [-0.4857, 0.1037, -0.0217], [-0.3121, 0.4746, -0.3069], [-0.2166, -0.3808, 0.1723], [0.0176, 0.0540, -0.1366], [-0.1014, -0.2503, -0.3388], [0.3921, 0.4030, -0.2252], [0.1330, 0.1773, 0.0620], [-0.3105, -0.3959, -0.4492], [0.0431, -0.1919, 0.3576], [0.4093, -0.1377, -0.1313], [0.1206, 0.1338, -0.1231], [0.3316, 0.3903, -0.3696], [-0.0782, -0.0771, -0.4491], [0.0041, -0.8614, 0.5222], [-0.1791, -0.4763, 0.3303], [-0.1156, 0.1691, 0.4829], [0.0357, 0.2486, -0.2464], [-0.1105, 0.1829, 0.0638], [0.0343, 0.0065, -0.1345], [0.0682, 0.3857, -0.1567]], "mulliken_charge": [-1.61, 0.75, -0.30, -0.44, -0.49, -0.45, -0.37, 0.33, 0.38, 0.37, 0.34, 0.36, 0.37, 0.39, 0.36, -0.53, -0.10, -0.77, -0.04, 0.28, 0.38, 0.33, 0.25, 0.22], "total_charge": 0, "smiles": "Cc1ccccc1.CSC", "homo_lumo_gap_ha": 0.336}

***

Calculated total energy (eV)
-22441.951 -20393.484 -20394.970 -20394.967